1.
A molecular structure, C27H29N7O4S2Sc, computed with ωB97M-V with the def2-TZVPD basis set.

Summary:
- 2S+1 = 1
- ΔE to the lowest compared entry with this formula, charge and spin (kcal per mole) = 7.4
- E_LUMO (eV) = -3.30
- charge = +1
- gap between HOMO and LUMO (eV) = 7.038

Geometry (Å):
Sc (-0.35765, -0.03118, -0.64256)
C (-3.15305, 1.79231, 0.21062)
C (-1.95767, 2.34091, 0.97372)
N (-0.71968, 2.24234, 0.18138)
C (-0.47085, 3.38175, -0.71091)
C (-1.33991, 3.40980, -1.96433)
S (-1.39951, 1.80802, -2.82612)
C (-3.16510, 1.40251, -2.78711)
C (-3.55436, 0.37148, -1.73033)
N (-2.80088, 0.53780, -0.47716)
H (-3.99922, 1.65419, 0.89041)
H (-3.48694, 2.50791, -0.53599)
H (-2.15242, 3.37429, 1.28185)
H (-1.80300, 1.75886, 1.88115)
H (0.05755, 2.18394, 0.83061)
H (-0.59992, 4.33132, -0.17676)
H (0.57909, 3.32830, -1.00429)
H (-2.35528, 3.73068, -1.74107)
H (-0.93230, 4.15665, -2.64669)
H (-3.71623, 2.33538, -2.67594)
H (-3.42310, 1.01626, -3.77228)
H (-4.63476, 0.44153, -1.55482)
H (-3.35536, -0.62893, -2.10442)
H (-3.03168, -0.25926, 0.10354)
O (5.38201, -1.44405, 3.74949)
N (4.36654, -1.50195, 4.41225)
O (4.30385, -1.86170, 5.56649)
C (3.09538, -1.14013, 3.74788)
C (1.98732, -1.73464, 4.22664)
C (0.71833, -1.50388, 3.61153)
C (-0.45604, -2.08837, 4.11446)
C (-1.63948, -1.82551, 3.48969)
C (-1.62183, -1.02199, 2.34350)
N (-0.54024, -0.46429, 1.82632)
C (0.63297, -0.68111, 2.48395)
C (1.82279, 0.00384, 2.02640)
N (1.65646, 0.86808, 1.00478)
C (2.70200, 1.55687, 0.59373)
C (3.97417, 1.42800, 1.15585)
C (4.16279, 0.53557, 2.17667)
C (3.06620, -0.21217, 2.64789)
H (2.06154, -2.39852, 5.07588)
H (-0.40895, -2.73117, 4.98380)
H (-2.57290, -2.25515, 3.81904)
H (-2.55699, -0.86075, 1.83037)
H (2.54482, 2.24135, -0.23038)
H (4.79369, 2.02478, 0.78282)
H (5.13669, 0.40843, 2.61945)
S (1.60706, -1.76859, -0.68568)
C (2.18264, -0.58687, -1.81760)
C (3.34622, -0.76994, -2.58574)
C (3.73606, 0.21268, -3.45870)
C (2.96414, 1.37362, -3.57934)
C (1.83474, 1.48067, -2.80903)
N (1.45104, 0.53947, -1.92857)
H (3.90679, -1.68619, -2.46908)
H (4.63039, 0.08756, -4.05506)
H (3.23131, 2.16330, -4.26561)
H (1.20546, 2.35761, -2.88929)
O (-0.86348, -1.08779, -2.45526)
C (-1.36710, -2.08488, -1.87782)
C (-1.70278, -3.41423, -2.48624)
C (-2.30497, -4.16172, -1.29988)
C (-2.22555, -3.16657, -0.14330)
O (-2.60814, -3.36309, 0.98630)
N (-1.61408, -1.99252, -0.57536)
H (-0.77527, -3.85546, -2.85468)
H (-2.36813, -3.29571, -3.34124)
H (-1.75825, -5.06398, -1.02887)
H (-3.34702, -4.44577, -1.44096)

2.
A molecular structure, C27H29N7O6SbTi, computed with ωB97M-V with the def2-TZVPD basis set.

Summary:
- 2S+1 = 2
- <S²> = 0.753
- ΔE to the lowest compared entry with this formula, charge and spin (kcal per mole) = 2.8
- E_LUMO (alpha / beta) (eV) = -6.22 / -6.33
- charge = +2
- gap between HOMO and LUMO (alpha / beta) (eV) = 8.324 / 8.903

Geometry (Å):
Ti (0.79800, 0.33070, 0.27172)
C (-1.08632, -1.55838, 2.37967)
C (-0.08027, -0.73398, 3.12141)
C (-0.02764, -0.76991, 4.51441)
C (0.89780, -0.00146, 5.18581)
C (1.77170, 0.79453, 4.44819)
C (1.67706, 0.80081, 3.07172)
N (0.75899, 0.04668, 2.42151)
Sb (3.11327, 2.05470, 2.02319)
C (3.66455, 0.39989, 0.72175)
C (5.00174, 0.24534, 0.41113)
C (5.46443, -1.01859, 0.05267)
C (4.59572, -2.08810, 0.12963)
C (3.25240, -1.87136, 0.43594)
C (2.33504, -3.03420, 0.67215)
N (2.79004, -0.62519, 0.62840)
C (1.53967, 3.06905, 0.94683)
C (1.65073, 4.42685, 0.75147)
C (0.50798, 5.15397, 0.41307)
C (-0.70310, 4.50545, 0.41711)
C (-0.76938, 3.12870, 0.66451)
C (-2.11393, 2.50459, 0.86169)
N (0.35636, 2.41361, 0.82688)
H (-1.44352, -2.37902, 2.99740)
H (-0.66737, -1.97243, 1.46225)
H (-1.94692, -0.94766, 2.09853)
H (-0.71461, -1.41017, 5.04968)
H (0.95250, -0.02105, 6.26594)
H (2.51632, 1.39853, 4.95002)
H (5.68717, 1.07904, 0.49169)
H (6.50423, -1.16961, -0.20499)
H (4.94583, -3.09974, -0.02498)
H (2.36676, -3.76194, -0.13963)
H (1.30993, -2.70727, 0.82951)
H (2.66456, -3.56166, 1.56941)
H (2.60119, 4.92736, 0.88476)
H (0.56915, 6.21640, 0.21918)
H (-1.62480, 5.04850, 0.25926)
H (-2.70621, 2.55045, -0.05163)
H (-2.64740, 3.08238, 1.61824)
H (-2.03969, 1.47794, 1.20308)
N (1.01002, -1.39740, -1.58027)
C (1.16168, -0.67076, -2.85885)
C (2.14777, 0.45593, -2.64158)
N (1.62853, 1.32027, -1.55919)
H (1.81209, -2.00692, -1.48675)
H (0.20352, -2.01406, -1.63243)
H (0.19679, -0.26262, -3.15654)
H (1.50358, -1.32196, -3.66584)
H (2.29518, 1.01844, -3.56455)
H (3.11831, 0.06178, -2.32808)
H (0.77310, 1.78186, -1.88967)
H (2.29364, 2.06456, -1.36642)
O (-1.25359, 1.35564, -2.01943)
C (-1.61023, 0.38315, -1.37846)
O (-0.94681, -0.04395, -0.32018)
C (-2.79732, -0.44299, -1.73464)
C (-3.61653, -0.05630, -2.79111)
C (-4.70486, -0.84547, -3.10620)
C (-5.01267, -2.00820, -2.42094)
C (-4.17323, -2.36201, -1.38129)
C (-3.07764, -1.60213, -1.02369)
N (-4.44039, -3.59589, -0.60900)
O (-3.64570, -3.86770, 0.27302)
O (-5.43465, -4.21644, -0.88254)
N (-5.57992, -0.43084, -4.22906)
O (-6.50348, -1.16076, -4.49585)
O (-5.32028, 0.62823, -4.75473)
H (-3.41537, 0.84219, -3.35735)
H (-5.86965, -2.60937, -2.69051)
H (-2.46392, -1.92005, -0.19642)

3.
A molecular structure, C27H30AgClN7O11S, computed with ωB97M-V with the def2-TZVPD basis set.

Summary:
- 2S+1 = 1
- E_LUMO (eV) = 1.69
- charge = -1
- gap between HOMO and LUMO (eV) = 8.494

Geometry (Å):
Ag (0.53246, -1.29739, -0.24878)
O (5.72733, -1.61465, 2.95395)
C (5.91361, -2.09193, 1.74721)
O (6.97865, -2.52617, 1.36804)
C (4.73287, -2.08492, 0.82743)
C (4.76192, -2.51427, -0.48708)
Cl (6.04032, -3.09595, -1.44350)
N (3.52450, -2.37230, -1.00720)
N (2.68935, -1.85651, -0.08949)
C (3.38889, -1.67296, 1.01551)
C (2.66954, -1.07088, 2.21182)
O (3.35999, -0.88318, 3.24048)
O (1.46595, -0.81277, 2.05748)
C (3.04129, -2.66525, -2.31862)
C (3.14843, -3.95258, -2.81816)
C (2.63996, -4.22694, -4.07764)
C (2.02086, -3.22524, -4.81221)
C (1.91191, -1.94440, -4.29086)
C (2.42759, -1.65172, -3.03722)
H (4.75447, -1.30337, 3.10569)
H (3.61200, -4.72664, -2.22186)
H (2.71181, -5.23023, -4.47605)
H (1.61303, -3.44772, -5.78972)
H (1.42113, -1.16457, -4.85830)
H (2.33993, -0.65774, -2.61195)
C (0.26982, 0.98526, 4.54831)
C (-0.70067, 2.15270, 4.57276)
S (-0.25688, 3.48347, 3.48235)
O (1.14876, 3.77739, 3.64857)
O (-1.21832, 4.54517, 3.66562)
C (-0.47995, 2.78071, 1.86349)
C (0.23248, 3.63040, 0.82098)
N (0.42608, 2.86967, -0.40963)
C (1.43453, 1.98958, -0.59071)
N (1.30702, 1.31208, -1.72476)
C (0.17838, 1.78049, -2.31424)
C (-0.39302, 2.72130, -1.50936)
N (-1.64546, 3.35953, -1.69384)
O (-2.19572, 3.19051, -2.76986)
O (-2.10809, 4.02742, -0.78158)
C (2.54491, 1.81527, 0.38161)
H (0.01392, 0.28674, 5.34600)
H (1.29276, 1.32242, 4.70688)
H (0.25448, 0.42993, 3.61119)
H (-0.73737, 2.64522, 5.54714)
H (-1.72098, 1.87571, 4.29941)
H (-1.54597, 2.69726, 1.66497)
H (-0.05975, 1.77213, 1.88612)
H (1.21669, 3.91179, 1.18992)
H (-0.32754, 4.53064, 0.59453)
H (-0.20092, 1.40812, -3.25046)
H (3.00344, 2.76794, 0.64967)
H (3.29839, 1.17454, -0.07058)
H (2.19107, 1.33823, 1.29761)
C (-3.76267, 0.46540, -2.89476)
C (-4.27250, 0.80955, -1.50114)
C (-3.84813, -0.20115, -0.41477)
C (-4.42718, 0.23212, 0.94148)
C (-4.00158, -0.66686, 2.09596)
C (-4.44027, -1.54921, -0.78950)
O (-5.63891, -1.74763, -0.83774)
N (-3.54597, -2.53199, -1.09268)
C (-2.14744, -2.42802, -1.08206)
O (-1.51600, -3.40942, -1.42101)
N (-1.58322, -1.26559, -0.68375)
C (-2.31877, -0.19252, -0.32416)
O (-1.77977, 0.83310, 0.08516)
H (-4.05105, 1.23771, -3.60688)
H (-4.16798, -0.48751, -3.24335)
H (-2.67272, 0.39554, -2.91093)
H (-5.36383, 0.84783, -1.49755)
H (-3.90448, 1.78953, -1.19326)
H (-5.51393, 0.23701, 0.84357)
H (-4.09815, 1.25693, 1.12099)
H (-4.33975, -1.69481, 1.94599)
H (-4.42838, -0.31590, 3.03674)
H (-2.91495, -0.67907, 2.20641)
H (-3.91227, -3.42635, -1.38379)

4.
A single C27H30BBrClF3N3O9PS3 molecule at a distorted geometry, computed with ωB97M-V with the def2-TZVPD basis set.

Summary:
- 2S+1 = 1
- ΔE to the lowest compared entry with this formula, charge and spin (kcal per mole) = 84.9
- E_LUMO (eV) = -0.72
- gap between HOMO and LUMO (eV) = 7.999

Geometry (Å):
C (4.45036, -3.83152, -0.20986)
C (5.31696, -2.77325, 0.57978)
C (5.10340, -1.29826, 0.06637)
O (5.00331, -1.12288, -1.11542)
O (5.09765, -0.30241, 1.03849)
C (4.26722, 0.82579, 0.68323)
C (3.34665, 1.20011, 1.94799)
C (1.88855, 0.72608, 1.64743)
C (0.90165, 1.66541, 1.07612)
C (1.27626, 3.15636, 0.76924)
C (1.98936, 3.20738, -0.66363)
C (1.15381, 2.51685, -1.79476)
C (1.91288, 2.51029, -3.18821)
S (2.52163, 0.84363, -3.65530)
O (2.52826, -0.09309, -2.54204)
O (1.73782, 0.31600, -4.77251)
Cl (4.49470, 0.97008, -4.33908)
C (-0.44833, 1.22174, 0.77348)
C (-0.93395, -0.16346, 0.96219)
C (0.04382, -1.09274, 1.53887)
N (-0.44234, -2.46684, 1.76668)
C (-0.83599, -2.50918, 2.93065)
S (-1.03981, -3.00469, 4.45811)
C (1.41961, -0.66174, 1.87754)
B (2.40746, -1.76583, 2.49774)
N (3.40890, -1.52532, 3.55858)
O (2.31879, -3.10598, 2.02140)
N (-2.29950, -0.58277, 0.63743)
C (-3.13536, -0.04838, 1.75499)
C (-4.67307, 0.04091, 1.48547)
C (-5.43169, -1.33587, 1.38732)
C (-5.08894, -2.35328, 2.51600)
O (-5.88700, -2.53666, 3.41280)
O (-3.92521, -3.09792, 2.53675)
C (-2.69808, -0.11248, -0.66950)
C (-2.51941, 1.26956, -1.11121)
C (-2.90523, 1.80794, -2.40744)
P (-2.61797, 3.56632, -2.94461)
O (-3.70686, 3.90155, -4.19005)
O (-2.86254, 4.63921, -1.67021)
C (-3.52900, 0.89827, -3.36765)
C (-3.71055, -0.49457, -2.97756)
Br (-4.50119, -1.63215, -4.37362)
C (-3.30988, -1.02743, -1.65572)
C (-3.54335, -2.53968, -1.43090)
F (-4.85275, -2.93900, -1.62759)
F (-2.80300, -3.24663, -2.37162)
F (-3.16183, -3.01678, -0.22039)
S (-1.69277, 2.38211, 0.08657)
H (4.14525, -4.61767, 0.53746)
H (3.49278, -3.35110, -0.54078)
H (4.99753, -4.33266, -1.04520)
H (5.12531, -2.88061, 1.67908)
H (6.39974, -3.00544, 0.36403)
H (4.95322, 1.68532, 0.43205)
H (3.56542, 0.63672, -0.16508)
H (3.75644, 0.79694, 2.89973)
H (3.41812, 2.32111, 2.02324)
H (0.39781, 3.84487, 0.75579)
H (2.01787, 3.57935, 1.48922)
H (2.11679, 4.29149, -0.94938)
H (3.01801, 2.76359, -0.56560)
H (0.19402, 3.07806, -1.97987)
H (0.86631, 1.45646, -1.58772)
H (1.20539, 2.84843, -3.98925)
H (2.80102, 3.19695, -3.21467)
H (4.32475, -1.35805, 3.13442)
H (3.16259, -0.73239, 4.15317)
H (2.18663, -3.62015, 2.84402)
H (-2.79657, 0.95978, 2.13544)
H (-2.97352, -0.74293, 2.63154)
H (-5.11807, 0.57581, 2.37522)
H (-4.96097, 0.66610, 0.59851)
H (-5.33493, -1.86300, 0.40725)
H (-6.52744, -1.10728, 1.50281)
H (-3.76199, -3.30994, 3.47545)
H (-4.41141, 4.45025, -3.77856)
H (-2.48444, 5.48971, -1.96538)
H (-3.80914, 1.29545, -4.36930)